This record from OMol25 describes a cluster of 5 separate species, C51H108BrN4O2S in total. The level of theory is the ωB97M-V functional and the def2-TZVPD basis.

LUMO level   -2.6 eV
Total charge   +1
HOMO-LUMO gap   8.5 eV
Spin multiplicity   1
E_HOMO   -0.4085 hartree
Calculated total energy   -145564.7322 eV
M   921.4 g/mol

Each atom is followed by the atoms it is bonded to, with distances in Å.
Element x y z (Å)
1 C 6.268 1.092 5.666  C2 1.536, H36 1.089, H37 1.085, H38 1.084
2 C 7.318 1.478 4.613  C1 1.536, C3 1.527, H39 1.088, H40 1.089
3 C 6.707 2.358 3.524  C2 1.527, C4 1.533, H41 1.087, H42 1.093
4 C 6.359 1.534 2.278  C3 1.533, N5 1.454, H43 1.097, H44 1.089
5 N 5.623 2.302 1.288  C4 1.454, C6 1.459, C31 1.451
6 C 4.570 1.587 0.575  N5 1.459, C7 1.544, H45 1.086, H46 1.086
7 C 4.585 1.563 -0.969  C6 1.544, C8 1.545, C9 1.537, N21 1.519
8 C 3.520 2.565 -1.467  C7 1.545, H47 1.086, H48 1.091, H49 1.079
9 C 4.227 0.202 -1.588  C7 1.537, C10 1.528, H50 1.089, H51 1.095
10 C 2.809 -0.334 -1.394  C9 1.528, C11 1.547, H52 1.086, H53 1.088
11 C 2.518 -0.967 -0.012  C10 1.547, C12 1.546, H54 1.087, H55 1.091
12 C 1.671 -0.086 0.936  C11 1.546, C13 1.541, H56 1.088, H57 1.091
13 C 0.336 -0.749 1.327  C12 1.541, C14 1.546, H58 1.087, H59 1.089
14 C -0.786 0.287 1.572  C13 1.546, C15 1.542, H60 1.087, H61 1.086
15 C -2.108 -0.136 0.900  C14 1.542, C16 1.533, H62 1.087, H63 1.090
16 C -3.374 0.249 1.674  C15 1.533, C17 1.528, H64 1.088, H65 1.091
17 C -3.352 1.645 2.294  C16 1.528, C18 1.544, H66 1.088, H67 1.085
18 C -3.455 2.803 1.278  C17 1.544, O19 1.412, H68 1.096, H69 1.095
19 O -3.442 2.351 -0.060  C18 1.412, C20 1.428
20 C -3.506 3.431 -0.992  O19 1.428, H70 1.087, H71 1.087, H72 1.088
21 N 5.880 2.058 -1.589  C7 1.519, C22 1.496, C30 1.498, H73 1.021
22 C 6.928 1.013 -1.807  N21 1.496, C23 1.520, H74 1.088, H75 1.084
23 C 7.327 0.238 -0.562  C22 1.520, S24 1.828, H76 1.083, H77 1.081
24 S 8.252 -1.237 -1.119  C23 1.828, C25 1.747
25 C 7.619 -2.471 -0.056  S24 1.747, N26 1.270, O29 1.355
26 N 8.224 -3.315 0.676  C25 1.270, N27 1.392
27 N 7.225 -4.049 1.309  N26 1.392, C28 1.263
28 C 6.113 -3.593 0.920  N27 1.263, O29 1.378, H78 1.072
29 O 6.269 -2.567 0.014  C25 1.355, C28 1.378
30 C 6.414 3.296 -0.936  N21 1.498, C31 1.544, H79 1.083, H80 1.083
31 C 6.397 3.324 0.607  N5 1.451, C30 1.544, C32 1.552, H81 1.090
32 C 6.006 4.737 1.117  C31 1.552, Br33 1.935, C34 1.528, H82 1.084
33 Br 4.093 4.992 1.256  C32 1.935
34 C 6.691 5.881 0.371  C32 1.528, C35 1.543, H83 1.088, H84 1.090
35 C 6.651 7.182 1.199  C34 1.543, H85 1.086, H86 1.084, H87 1.085
36 H 5.393 0.695 5.155  C1 1.089
37 H 5.971 2.004 6.175  C1 1.085
38 H 6.663 0.379 6.380  C1 1.084
39 H 8.085 2.048 5.132  C2 1.088
40 H 7.828 0.610 4.197  C2 1.089
41 H 5.861 2.945 3.871  C3 1.087
42 H 7.494 3.049 3.211  C3 1.093
43 H 7.312 1.120 1.926  C4 1.097
44 H 5.764 0.694 2.634  C4 1.089
45 H 4.581 0.556 0.918  C6 1.086
46 H 3.602 1.978 0.876  C6 1.086
47 H 3.753 3.587 -1.184  C8 1.086
48 H 3.411 2.497 -2.550  C8 1.091
49 H 2.584 2.330 -0.984  C8 1.079
50 H 4.905 -0.593 -1.281  C9 1.089
51 H 4.383 0.310 -2.667  C9 1.095
52 H 2.011 0.357 -1.649  C10 1.086
53 H 2.718 -1.163 -2.094  C10 1.088
54 H 1.954 -1.876 -0.207  C11 1.087
55 H 3.454 -1.301 0.436  C11 1.091
56 H 1.540 0.904 0.503  C12 1.088
57 H 2.249 0.054 1.850  C12 1.091
58 H 0.514 -1.324 2.232  C13 1.087
59 H 0.038 -1.418 0.522  C13 1.089
60 H -0.943 0.375 2.644  C14 1.087
61 H -0.489 1.238 1.142  C14 1.086
62 H -2.148 0.336 -0.078  C15 1.087
63 H -2.106 -1.216 0.753  C15 1.090
64 H -4.246 0.156 1.031  C16 1.088
65 H -3.515 -0.484 2.470  C16 1.091
66 H -4.226 1.720 2.938  C17 1.088
67 H -2.479 1.818 2.914  C17 1.085
68 H -2.635 3.507 1.460  C18 1.096
69 H -4.377 3.360 1.474  C18 1.095
70 H -4.418 3.343 -1.576  C20 1.087
71 H -2.629 3.383 -1.633  C20 1.087
72 H -3.521 4.383 -0.466  C20 1.088
73 H 5.595 2.347 -2.526  N21 1.021
74 H 7.819 1.538 -2.144  C22 1.088
75 H 6.671 0.356 -2.631  C22 1.084
76 H 8.028 0.835 0.008  C23 1.083
77 H 6.502 -0.124 0.036  C23 1.081
78 H 5.125 -3.892 1.208  C28 1.072
79 H 5.851 4.126 -1.344  C30 1.083
80 H 7.433 3.463 -1.263  C30 1.083
81 H 7.428 3.216 0.944  C31 1.090
82 H 6.384 4.768 2.132  C32 1.084
83 H 7.703 5.612 0.074  C34 1.088
84 H 6.097 6.071 -0.524  C34 1.090
85 H 6.152 7.958 0.626  C35 1.086
86 H 6.054 7.053 2.094  C35 1.084
87 H 7.641 7.558 1.431  C35 1.085
88 C -10.053 0.345 0.608  C89 1.526, H94 1.091, H95 1.091, H96 1.092
89 C -8.895 1.332 0.482  C88 1.526, C90 1.528, H97 1.093, H98 1.093
90 C -7.637 0.880 1.221  C89 1.528, C91 1.529, H99 1.095, H100 1.096
91 C -7.796 0.728 2.734  C90 1.529, C92 1.526, H101 1.096, H102 1.092
92 C -8.248 1.990 3.464  C91 1.526, C93 1.524, H103 1.093, H104 1.093
93 C -7.247 3.131 3.332  C92 1.524, H105 1.093, H106 1.091, H107 1.091
94 H -10.363 0.216 1.646  C88 1.091
95 H -10.920 0.697 0.049  C88 1.091
96 H -9.773 -0.633 0.211  C88 1.092
97 H -9.211 2.316 0.838  C89 1.093
98 H -8.650 1.456 -0.577  C89 1.093
99 H -6.826 1.584 1.007  C90 1.095
100 H -7.312 -0.083 0.811  C90 1.096
101 H -6.836 0.401 3.152  C91 1.096
102 H -8.501 -0.079 2.945  C91 1.092
103 H -8.377 1.753 4.523  C92 1.093
104 H -9.228 2.313 3.104  C92 1.093
105 H -6.276 2.833 3.736  C93 1.093
106 H -7.585 4.011 3.881  C93 1.091
107 H -7.108 3.429 2.291  C93 1.091
108 C 3.145 -0.963 -8.310  C109 1.526, H114 1.091, H115 1.090, H116 1.092
109 C 4.204 -1.908 -7.750  C108 1.526, C110 1.528, H117 1.093, H118 1.092
110 C 4.242 -1.937 -6.222  C109 1.528, C111 1.529, H119 1.094, H120 1.094
111 C 4.591 -0.601 -5.565  C110 1.529, C112 1.530, H121 1.098, H122 1.094
112 C 5.933 -0.003 -5.991  C111 1.530, C113 1.526, H123 1.097, H124 1.092
113 C 7.127 -0.882 -5.625  C112 1.526, H125 1.095, H126 1.091, H127 1.090
114 H 3.325 0.072 -8.013  C108 1.091
115 H 3.141 -0.994 -9.400  C108 1.090
116 H 2.150 -1.248 -7.964  C108 1.092
117 H 5.185 -1.637 -8.149  C109 1.093
118 H 4.001 -2.920 -8.109  C109 1.092
119 H 4.955 -2.700 -5.899  C110 1.094
120 H 3.266 -2.262 -5.849  C110 1.094
121 H 4.593 -0.742 -4.476  C111 1.098
122 H 3.799 0.125 -5.772  C111 1.094
123 H 6.050 0.971 -5.501  C112 1.097
124 H 5.938 0.196 -7.064  C112 1.092
125 H 7.170 -1.052 -4.544  C113 1.095
126 H 8.062 -0.408 -5.926  C113 1.091
127 H 7.084 -1.855 -6.114  C113 1.090
128 C -10.555 -5.874 6.020  C129 1.526, H134 1.091, H135 1.091, H136 1.092
129 C -10.134 -4.409 5.934  C128 1.526, C130 1.528, H137 1.094, H138 1.093
130 C -10.614 -3.715 4.661  C129 1.528, C131 1.530, H139 1.094, H140 1.094
131 C -10.067 -4.305 3.360  C130 1.530, C132 1.528, H141 1.095, H142 1.093
132 C -8.543 -4.329 3.256  C131 1.528, C133 1.526, H143 1.093, H144 1.093
133 C -7.917 -2.938 3.291  C132 1.526, H145 1.092, H146 1.092, H147 1.091
134 H -10.141 -6.463 5.201  C128 1.091
135 H -10.209 -6.319 6.953  C128 1.091
136 H -11.643 -5.966 5.989  C128 1.092
137 H -9.046 -4.337 6.018  C129 1.094
138 H -10.540 -3.874 6.796  C129 1.093
139 H -10.355 -2.653 4.718  C130 1.094
140 H -11.707 -3.754 4.626  C130 1.094
141 H -10.472 -3.730 2.521  C131 1.095
142 H -10.446 -5.323 3.232  C131 1.093
143 H -8.267 -4.816 2.317  C132 1.093
144 H -8.117 -4.944 4.053  C132 1.093
145 H -8.292 -2.325 2.469  C133 1.092
146 H -6.831 -3.002 3.195  C133 1.092
147 H -8.132 -2.421 4.227  C133 1.091
148 C -3.994 -3.303 -1.916  C149 1.526, H154 1.092, H155 1.091, H156 1.092
149 C -3.566 -2.961 -3.341  C148 1.526, C150 1.529, H157 1.094, H158 1.092
150 C -2.249 -3.620 -3.752  C149 1.529, C151 1.529, H159 1.093, H160 1.094
151 C -1.038 -3.205 -2.916  C150 1.529, C152 1.527, H161 1.095, H162 1.094
152 C -0.758 -1.704 -2.899  C151 1.527, C153 1.526, H163 1.096, H164 1.093
153 C -0.428 -1.134 -4.276  C152 1.526, H165 1.093, H166 1.092, H167 1.090
154 H -3.264 -2.962 -1.180  C148 1.092
155 H -4.946 -2.828 -1.677  C148 1.091
156 H -4.120 -4.381 -1.798  C148 1.092
157 H -3.496 -1.875 -3.449  C149 1.094
158 H -4.347 -3.285 -4.032  C149 1.092
159 H -2.059 -3.403 -4.807  C150 1.093
160 H -2.360 -4.707 -3.687  C150 1.094
161 H -0.155 -3.729 -3.297  C151 1.095
162 H -1.169 -3.552 -1.887  C151 1.094
163 H 0.089 -1.517 -2.229  C152 1.096
164 H -1.608 -1.164 -2.472  C152 1.093
165 H 0.452 -1.624 -4.699  C153 1.093
166 H -0.219 -0.064 -4.211  C153 1.092
167 H -1.255 -1.261 -4.974  C153 1.090